P.
Computed, not measured: the molecule C2H3NO3, with ωB97M-V with the def2-TZVPD basis set.

The geometry in XYZ format:
```
9
Properties=species:S:1:pos:R:3:nbo_charge:R:1
O 2.211 -0.212 -0.180 -0.400
C 1.063 0.240 0.172 -0.047
N -0.033 -0.475 -0.364 -0.365
C -1.473 -0.020 -0.088 0.852
O -1.397 0.935 0.682 -0.654
O -2.320 -0.630 -0.680 -0.581
H 0.998 0.290 1.281 0.383
H 0.205 -1.410 -0.694 0.413
H 0.746 1.284 -0.129 0.397
```

Output
Kohn-Sham gap ... 5.9 eV

***

Q.
Computed, not measured: a structure of composition C2H3NO3, with ωB97M-V with the def2-TZVPD basis set.

The geometry in XYZ format:
```
9
Properties=species:S:1:pos:R:3:nbo_charge:R:1
N -0.756 0.277 0.156 -0.301
C -0.253 -0.853 -0.597 0.502
C 0.935 0.792 0.433 0.610
O -0.936 -1.029 0.741 -0.399
O 1.026 -0.789 -0.623 -0.643
O 1.287 1.773 -0.104 -0.518
H -1.624 0.790 -0.006 0.402
H -0.846 -1.296 -1.394 0.172
H 1.168 0.336 1.394 0.174
```

Output
Kohn-Sham gap ... 11.2 eV

***

The relative energies come out as P 23.1; Q 0.0, with values in kcal/mol.

***

P.
Computed, not measured: a cluster of 2 separate species, C4H12NPS in total, with ωB97M-V with the def2-TZVPD basis set.

The geometry in XYZ format:
```
19
Properties=species:S:1:pos:R:3:nbo_charge:R:1
C 1.014 1.488 0.403 -0.434
C 2.418 -0.213 -0.528 -0.437
C -0.674 -2.583 0.694 -0.988
C -2.470 1.374 -0.571 -0.721
N 1.324 0.147 0.280 -0.482
P -0.692 -1.157 -0.504 0.636
S -2.194 -0.079 0.491 -0.076
H 1.057 1.969 -0.492 0.155
H 0.012 1.556 0.906 0.198
H 1.765 1.993 1.053 0.194
H 3.065 -0.774 0.012 0.192
H 2.063 -0.811 -1.362 0.193
H 2.951 0.694 -0.955 0.162
H -1.691 -2.563 1.177 0.243
H 0.101 -2.535 1.475 0.255
H -0.382 -3.530 0.223 0.242
H -2.368 1.277 -1.732 0.233
H -1.835 2.103 -0.248 0.211
H -3.463 1.646 -0.321 0.226
```

Output
Kohn-Sham gap (alpha / beta) ... 7.8 / 7.0 eV

***

Q.
Computed, not measured: a cluster of 2 separate species, C4H12NPS in total, with ωB97M-V with the def2-TZVPD basis set.

The geometry in XYZ format:
```
19
Properties=species:S:1:pos:R:3:nbo_charge:R:1
C -2.307 -1.127 1.273 -0.417
C -2.477 -1.566 -1.073 -0.417
C 2.049 -1.383 0.220 -0.882
C 4.139 2.238 -0.753 -0.722
N -2.143 -0.565 -0.041 -0.610
P 2.267 0.211 0.567 0.605
S 3.959 0.422 -0.666 -0.107
H -3.387 -1.106 1.725 0.169
H -1.848 -2.080 1.233 0.190
H -1.774 -0.422 2.056 0.191
H -1.655 -2.198 -1.018 0.189
H -3.413 -2.215 -0.849 0.160
H -2.543 -1.082 -2.080 0.205
H -2.843 0.163 -0.071 0.341
H 1.288 -1.995 0.722 0.232
H 2.821 -1.824 -0.312 0.211
H 4.332 2.496 -1.827 0.231
H 4.679 2.766 -0.046 0.215
H 3.125 2.505 -0.560 0.217
```

Output
SMILES string ... C=PSC.CNC
Kohn-Sham gap ... 8.8 eV

***

The relative energies come out as P 18.1; Q 0.0, with values in kcal/mol.

***

P.
Computed, not measured: a cluster of 3 separate species, C3H9S in total, with ωB97M-V with the def2-TZVPD basis set.

The geometry in XYZ format:
```
13
Properties=species:S:1:pos:R:3:nbo_charge:R:1
C -1.973 2.874 0.444 -0.603
C -1.200 1.715 1.107 -0.611
H -2.820 3.095 1.108 0.186
H -2.404 2.681 -0.511 0.203
H -1.309 3.753 0.368 0.196
H -0.490 1.303 0.395 0.232
H -0.728 1.963 2.061 0.199
H -1.850 0.868 1.289 0.197
C 2.597 -4.127 -1.289 -0.685
S 2.482 -1.535 -1.003 -0.880
H 2.659 -4.399 -0.257 0.183
H 1.629 -4.343 -1.778 0.176
H 3.407 -3.850 -1.934 0.207
```

Output
Net charge ... -1
Kohn-Sham gap ... 5.9 eV

***

Q.
Computed, not measured: a cluster of 2 separate species, C3H9S in total, with ωB97M-V with the def2-TZVPD basis set.

The geometry in XYZ format:
```
13
Properties=species:S:1:pos:R:3:nbo_charge:R:1
S -3.266 0.982 -0.928 -1.075
H -3.544 1.834 0.072 0.082
C 0.034 -0.796 1.061 -0.607
C 0.876 0.258 0.353 -0.401
C 1.095 -0.103 -1.115 -0.611
H 0.633 -1.677 1.313 0.172
H -0.369 -0.416 2.002 0.201
H -0.841 -1.054 0.469 0.240
H 0.295 1.169 0.367 0.219
H 1.800 0.422 0.906 0.172
H 1.315 0.755 -1.751 0.203
H 0.146 -0.470 -1.506 0.227
H 1.828 -0.903 -1.244 0.178
```

Output
Net charge ... -1
Kohn-Sham gap ... 6.5 eV

***

The relative energies come out as P 64.3; Q 0.0, with values in kcal/mol.